# 1
A molecular structure, C40H72N6O6Sr. Source: the OMol25 dataset; level of theory: wB97M-V/def2-TZVPD.

Geometry (Å):
H  -4.809  -23.128  -0.338
H  -0.117  -13.728  -5.330
H  -4.763  -22.988  -3.392
C  7.040  -19.144  -6.358
C  3.193  -22.745  0.841
H  -2.887  -17.479  0.402
H  -3.596  -15.445  -2.766
H  5.094  -22.766  -5.983
N  -7.198  -26.050  -0.832
H  3.570  -24.658  -4.481
H  -3.908  -19.063  -1.669
H  2.353  -12.786  -4.318
H  -4.048  -24.252  -1.510
H  -0.133  -12.700  -1.615
H  2.100  -24.379  -3.518
C  -3.103  -22.314  -1.258
C  1.388  -15.839  -2.086
H  -1.623  -15.477  -3.433
H  8.427  -21.378  -6.404
H  -0.060  -12.140  -4.277
H  -7.642  -23.849  1.496
H  1.757  -18.613  -3.529
O  -0.886  -22.244  -2.009
H  -2.659  -19.079  -3.049
H  1.892  -24.103  -7.508
H  4.591  -18.902  -0.531
O  -8.046  -22.366  2.670
H  -1.301  -13.358  -3.968
C  1.262  -17.073  -1.514
H  7.981  -19.141  -6.931
H  2.082  -18.128  0.089
C  4.151  -21.020  -0.586
C  -4.333  -23.188  -1.334
H  -5.517  -21.685  -2.329
H  3.300  -17.849  -3.486
C  -2.733  -17.238  -1.777
H  2.417  -15.357  -2.146
H  3.980  -19.655  1.749
H  -2.094  -23.534  -0.101
H  1.918  -25.424  -4.941
C  -2.858  -18.780  -1.953
C  0.363  -15.108  -2.642
C  4.540  -21.968  -5.487
H  1.120  -11.798  -2.581
C  -7.230  -24.798  -0.276
C  5.069  -20.690  -5.580
H  -8.346  -21.436  2.682
H  -1.260  -22.037  0.847
N  2.845  -19.092  -1.752
C  0.696  -13.756  -3.273
N  -7.038  -23.734  -1.029
H  -3.099  -22.802  0.756
C  7.429  -21.553  -5.918
H  5.999  -21.988  -7.951
H  -2.102  -19.315  -1.291
C  6.240  -20.916  -7.877
H  2.882  -13.996  -3.229
C  3.483  -20.583  1.863
C  4.134  -19.620  -1.180
H  3.364  -22.990  1.889
C  -3.380  -16.914  -0.399
H  6.307  -18.386  -6.659
C  -5.255  -22.736  -2.413
H  -8.570  -22.801  3.430
H  1.663  -13.157  -1.385
O  -0.288  -18.644  -0.582
H  5.161  -21.230  -0.172
C  2.823  -21.243  -3.917
C  -6.524  -23.644  -2.415
H  3.842  -21.778  -1.296
C  3.259  -22.186  -4.897
H  3.009  -22.779  -7.559
H  0.299  -22.864  -4.457
C  2.106  -13.762  -3.971
H  -4.458  -17.150  -0.282
H  -3.398  -21.292  -1.269
H  4.847  -19.641  -2.033
C  -0.272  -13.242  -4.342
C  2.278  -23.291  -5.439
H  0.519  -21.861  -5.809
H  2.197  -23.147  0.628
O  -0.351  -21.744  1.359
C  -3.544  -16.529  -2.893
C  6.369  -20.524  -6.393
H  -7.308  -23.318  -3.067
C  2.810  -18.834  -3.202
H  5.071  -18.790  -4.669
C  -0.083  -17.599  -1.238
H  -7.530  -25.621  1.573
C  2.721  -23.708  -6.956
H  -6.423  -26.236  -1.464
H  7.335  -19.025  -5.319
Sr  0.801  -20.794  -0.915
H  -6.216  -24.658  -2.740
H  4.007  -21.240  2.604
H  2.441  -20.462  2.253
C  -1.220  -16.846  -1.833
H  0.191  -23.637  -6.106
H  -0.479  -20.998  1.944
N  -2.381  -22.596  0.035
H  -3.256  -15.827  -0.114
C  -2.109  -22.536  -2.413
H  5.431  -20.338  -8.328
H  7.122  -22.585  -6.181
H  2.231  -14.445  -4.789
H  7.182  -20.666  -8.408
C  0.841  -12.775  -2.122
H  3.297  -17.289  -0.735
H  -4.510  -16.961  -2.872
C  3.354  -19.889  -4.065
C  2.474  -24.546  -4.530
C  2.396  -17.865  -0.908
C  -0.864  -15.791  -2.686
C  4.485  -19.699  -4.809
H  3.819  -23.306  0.084
C  0.745  -22.867  -5.442
N  -7.451  -24.709  1.049
H  3.561  -24.388  -6.985
H  -7.151  -22.839  -0.580
H  -3.082  -16.804  -3.863
O  -2.476  -23.015  -3.503
H  -7.371  -26.823  -0.146
N  3.212  -21.310  0.577
H  7.683  -21.536  -4.841
O  1.913  -21.510  -3.017

Output
**Spin multiplicity**: 1
**F_max**: 3.96 eV Å⁻¹
**Energy above the lowest of the compared OMol25 structures with the same formula, charge and spin**: 0.0 kcal per mole
**Calculated total energy**: -64709.2776 eV
**Kohn-Sham gap**: 3.91 eV

---

# 2
4 unconnected molecules or ions with the total composition C40H74BrF4NO8. Source: the OMol25 dataset; level of theory: wB97M-V/def2-TZVPD.

Geometry (Å):
C  2.181  3.150  -0.476
H  1.565  -2.429  0.440
H  -8.211  -2.488  -0.460
C  -2.303  3.647  1.020
H  -2.416  -5.395  -0.496
C  3.891  -5.928  4.397
H  -1.611  5.405  2.133
H  4.796  -4.807  6.029
C  -1.908  0.709  -5.283
C  -0.884  -4.850  0.987
C  -6.602  -2.935  -1.854
C  6.241  -5.746  3.897
H  2.699  2.761  -1.391
H  3.931  4.024  0.506
C  -1.248  4.368  1.927
F  -5.135  -0.414  -2.282
F  -4.734  1.793  -1.921
H  3.704  2.276  0.908
C  6.821  4.184  4.698
O  -6.321  -4.268  -1.448
O  6.623  4.367  2.253
H  -3.399  3.930  -0.932
H  -2.208  -1.556  -0.390
C  0.976  1.160  -0.917
H  -3.074  1.136  -0.131
H  -1.273  -5.546  1.755
C  6.648  -7.023  4.612
H  -7.390  -1.073  -1.113
O  -1.788  2.309  -1.931
H  7.200  3.529  5.485
H  0.863  -2.594  -3.008
H  -0.331  4.621  -0.569
H  0.085  3.268  -2.376
C  -1.536  -4.745  -0.318
C  -8.486  -5.223  -2.118
H  -3.249  1.718  -3.898
H  -3.132  -0.127  -3.684
H  -0.650  1.565  2.667
H  -0.862  1.087  -5.308
H  -0.341  -0.736  -3.616
O  0.898  2.604  3.312
H  2.941  -5.915  3.860
H  -1.330  5.562  -1.723
H  7.269  5.169  4.838
C  -1.022  3.442  -2.330
O  -4.004  -0.486  0.686
C  -2.492  -0.810  -1.179
H  0.659  4.426  -4.372
C  -1.449  4.078  -3.706
H  6.054  -7.195  5.511
C  -0.302  0.317  -0.570
H  1.809  4.203  -0.631
H  -2.885  5.412  -0.083
C  8.581  5.829  1.974
O  0.992  2.387  -0.160
H  6.685  2.615  3.252
H  -1.624  -3.771  -2.301
O  -1.138  3.615  3.179
H  0.044  5.721  -3.313
H  -0.217  4.391  1.499
H  -9.289  -5.871  -1.761
H  3.045  -4.985  6.142
H  0.015  -0.504  0.115
O  4.905  -5.761  3.420
C  0.260  -4.010  1.251
H  0.882  -4.904  3.218
C  -2.578  0.826  -3.830
C  1.046  -3.994  2.597
C  -1.512  1.136  -2.695
H  8.864  6.877  1.857
C  0.694  -3.093  0.212
H  7.697  -6.972  4.910
H  -2.415  4.633  -3.611
H  6.406  -4.870  4.532
H  -7.218  -2.934  -2.760
H  -5.648  -2.493  -2.131
H  8.219  3.458  3.208
C  7.077  5.706  2.154
H  -1.504  3.299  -4.505
C  0.512  -1.935  -2.163
H  8.906  5.276  1.090
C  -1.234  4.563  -1.216
H  -7.035  -6.028  -0.770
C  -1.085  -3.828  -1.335
C  -3.507  0.180  -0.497
H  -8.046  -5.671  -3.012
F  -0.674  5.791  -5.251
H  1.163  1.316  -2.009
H  6.512  -7.887  3.958
H  -4.179  -1.411  0.426
C  -2.049  -0.757  -5.861
C  -0.264  5.028  -4.141
H  -6.604  -2.069  0.125
C  -7.432  -5.048  -1.038
H  6.582  6.134  1.281
H  -3.273  3.645  1.589
C  7.141  3.603  3.331
H  -2.026  -0.696  -6.982
H  1.433  -1.368  -1.852
H  -8.931  -4.271  -2.412
H  2.658  3.588  1.682
H  1.865  0.574  -0.534
C  3.165  3.239  0.752
H  -0.546  1.336  -3.248
H  3.970  -6.917  4.862
H  6.737  6.287  3.018
H  -1.996  2.581  0.906
C  -1.181  -0.139  -1.787
H  3.758  -3.852  4.976
F  -5.852  0.611  -0.488
H  5.741  4.293  4.823
C  0.051  -2.953  -1.065
C  -0.262  2.555  3.040
C  -7.240  -2.093  -0.763
C  -4.783  0.539  -1.362
H  2.116  -3.742  2.421
N  -0.577  -1.123  -2.706
C  -2.544  4.374  -0.366
H  9.128  5.430  2.830
Br  -3.009  1.846  -6.516
H  -7.870  -4.631  -0.125
H  -0.950  0.991  0.054
H  -1.214  -1.431  -5.552
H  0.619  -3.137  3.192
H  -2.934  -1.420  -2.009
H  -3.057  -1.186  -5.621
H  6.876  -5.615  3.019
C  3.873  -4.830  5.447

Output
**Spin multiplicity**: 1
**F_max**: 2.29 eV Å⁻¹
**SMILES string**: CCOCC[C@](C[C@H](O)C(F)(F)F)(NCc1cccc(C)c1)[C@@H](C[C@@H](C)Br)O[C@@H](CCF)CCCCOC=O.CCOCC.CCOCC.CCOCC
**Calculated total energy**: -141458.3468 eV
**Kohn-Sham gap**: 9.24 eV

---

# 3
10 unconnected molecules or ions with the total composition C40H74O16. Source: the OMol25 dataset; level of theory: wB97M-V/def2-TZVPD.

Geometry (Å):
H  3.912  -0.450  -4.516
H  -3.390  -2.366  1.898
H  6.322  -1.224  -0.639
C  3.720  -0.699  -5.560
H  -2.150  -5.068  1.365
H  -1.793  2.113  8.038
O  0.903  -5.785  -4.638
C  5.369  -0.786  -0.935
H  -0.714  5.186  -0.847
O  -2.262  4.228  0.224
H  3.712  4.749  1.731
H  -0.544  -2.873  -1.698
H  -2.647  6.986  0.543
H  -4.279  6.254  -1.299
H  4.789  0.292  -7.050
H  3.905  2.323  1.169
H  1.327  -6.101  -2.655
H  2.335  3.637  -0.099
H  2.314  1.091  -7.689
H  3.350  -2.143  6.326
H  -1.017  2.414  -0.277
C  2.869  2.332  1.507
O  -0.181  -0.379  -0.984
H  1.461  -0.734  -5.143
H  -1.849  7.203  -1.080
O  2.007  -0.963  -7.057
H  3.876  1.408  -6.070
H  -2.260  -2.724  4.538
O  3.619  -1.270  4.587
H  2.392  -1.440  -0.084
C  -1.395  5.317  -0.006
O  2.949  2.525  2.929
H  -2.482  1.702  -1.002
H  -3.847  -4.810  1.608
O  -5.022  -1.031  -3.780
H  -2.282  -5.497  3.839
C  -5.508  1.082  -2.980
H  2.735  0.115  -0.937
H  4.571  -2.974  5.288
O  -0.780  0.903  6.738
O  0.575  -0.086  -3.086
C  -3.332  5.726  -1.183
C  -4.065  -0.685  -2.799
H  4.373  -1.844  0.709
C  -1.414  1.564  -0.832
H  2.829  -1.566  -2.737
H  2.378  -0.352  3.192
H  -1.290  0.696  1.923
C  0.417  -4.238  -3.050
C  -2.534  -2.999  1.662
H  -6.094  2.806  -4.156
H  -1.684  -3.829  -2.681
C  -0.588  0.247  1.221
O  -3.221  -1.439  -2.320
H  -6.243  1.239  -2.192
C  -1.456  1.952  4.751
H  0.258  0.698  4.852
H  -3.188  1.871  5.969
C  0.564  -4.650  -5.298
H  4.343  -0.011  0.786
H  2.408  1.366  1.300
C  2.567  3.858  3.274
H  -0.356  -6.339  -3.075
C  3.446  -1.758  -1.859
C  -2.680  -4.547  3.483
H  -7.016  -0.250  -3.508
C  -2.291  2.481  5.868
C  -0.095  0.288  -2.148
H  -2.049  -0.446  -0.206
H  1.520  3.920  3.571
O  0.593  -4.527  -6.517
H  -3.689  -4.380  3.860
H  2.027  -2.258  -5.503
C  2.801  0.124  -7.563
H  -1.268  -0.190  5.161
H  -2.026  1.591  3.896
H  -0.817  2.755  4.383
H  3.187  4.265  4.073
C  -1.748  -3.395  3.849
H  1.002  -1.789  4.456
H  1.358  -3.844  -2.666
O  0.178  -3.728  -4.338
C  2.786  -1.336  3.420
C  -1.164  0.189  -0.186
H  2.952  -4.052  4.123
C  -6.013  -0.052  -3.887
C  3.837  0.423  -6.535
C  -0.752  -3.857  -2.118
H  5.435  0.287  -1.110
H  -5.092  3.177  -2.824
H  -3.876  3.713  -1.114
H  -4.358  2.528  -4.280
C  2.256  -1.214  -5.715
C  -2.320  6.511  -0.381
C  1.730  -2.307  3.831
H  -6.146  0.303  -4.909
H  -0.747  -3.710  4.145
C  2.658  4.550  1.923
H  1.877  -3.827  5.432
C  2.481  -3.269  4.717
C  4.320  -0.903  0.160
C  0.531  -5.752  -3.313
C  3.118  -0.868  -0.663
H  -2.871  5.418  -2.121
H  4.313  -1.572  -5.832
H  1.035  3.351  1.117
H  0.301  0.878  1.239
C  -3.516  4.486  -0.435
H  -0.917  -4.484  -1.242
H  -0.798  5.446  0.896
H  -4.249  4.526  0.370
H  3.395  -2.835  -1.699
H  3.303  -0.179  -8.481
H  1.258  -2.759  2.958
H  -2.599  3.526  5.827
O  -1.546  -2.723  2.633
H  3.433  -1.641  2.597
O  -0.804  1.379  -2.103
O  -4.275  0.558  -2.461
C  2.106  3.477  0.954
O  4.772  -1.410  -2.109
H  -2.227  -2.880  0.623
H  -0.515  2.889  7.135
H  -0.455  -0.763  1.610
H  2.195  5.536  1.970
C  3.604  -2.472  5.319
C  -1.348  2.191  7.046
C  -2.864  -4.511  1.972
C  -0.738  0.753  5.292
C  -5.220  2.441  -3.618

Output
**Spin multiplicity**: 1
**F_max**: 3.69 eV Å⁻¹
**Energy above the lowest of the compared OMol25 structures with the same formula, charge and spin**: 0.0 kcal per mole
**SMILES string**: C[C@H]1COC(=O)O1.C[C@H]1COC(=O)O1.C[C@H]1COC(=O)O1.C1CCOC1.C1CCOC1.C1CCOC1.C1CCOC1.C1CCOC1.C1CCOC1.C1CCOC1
**Calculated total energy**: -75435.0354 eV
**Kohn-Sham gap**: 8.56 eV